This record from the OMol25 dataset describes a cluster of 4 separate species, C33H73FN3O6 in total. The level of theory is the ωB97M-V functional and the def2-TZVPD basis.

The geometry in XYZ format:
```
116
Properties=species:S:1:pos:R:3:mulliken_charge:R:1
C -0.056 -3.598 -6.282 -1.18
C 0.709 -2.704 -7.272 -0.37
C 2.161 -3.136 -7.508 -0.83
C 3.213 -2.638 -6.484 -0.48
C 2.694 -1.993 -5.194 -0.42
C 3.815 -1.784 -4.169 -0.67
C 4.009 -2.952 -3.186 -0.77
C 4.416 -2.532 -1.774 -0.94
C 3.367 -1.698 -1.034 -0.01
C 3.713 -1.486 0.453 -0.46
C 4.133 -0.057 0.800 -1.05
C 3.045 0.987 0.547 -0.53
C 3.206 2.240 1.406 0.11
C 2.452 3.457 0.852 -0.95
C 1.819 4.384 1.901 -1.37
C 0.958 3.606 2.912 0.13
C 1.652 3.356 4.264 -0.63
C 1.368 2.018 4.983 -1.19
N 1.023 0.876 4.103 0.64
C 1.872 -0.341 3.995 0.12
C 0.896 -1.510 4.135 -0.55
N -0.442 -0.849 4.098 -0.17
C -0.242 0.459 3.957 -0.26
N -1.218 1.310 3.691 0.36
F -2.478 0.811 3.650 -0.21
H -0.703 -4.301 -6.807 0.36
H 0.627 -4.182 -5.662 0.35
H -0.691 -3.023 -5.608 0.23
H 0.677 -1.664 -6.945 0.26
H 0.193 -2.725 -8.234 0.41
H 2.183 -4.228 -7.553 0.38
H 2.466 -2.799 -8.500 0.34
H 3.882 -1.920 -6.968 0.33
H 3.850 -3.481 -6.196 0.16
H 2.219 -1.034 -5.415 0.31
H 1.921 -2.630 -4.755 0.22
H 4.752 -1.639 -4.717 0.41
H 3.647 -0.858 -3.617 0.29
H 3.092 -3.551 -3.135 0.35
H 4.782 -3.625 -3.565 0.37
H 5.352 -1.963 -1.822 0.26
H 4.622 -3.431 -1.184 0.41
H 3.284 -0.720 -1.513 -0.08
H 2.387 -2.172 -1.148 0.30
H 2.877 -1.791 1.095 -0.10
H 4.542 -2.152 0.716 0.51
H 5.024 0.204 0.222 0.45
H 4.425 -0.014 1.858 0.49
H 2.063 0.529 0.742 0.07
H 3.043 1.291 -0.503 0.68
H 4.275 2.463 1.497 0.56
H 2.865 2.013 2.420 -0.38
H 3.124 4.048 0.227 0.55
H 1.656 3.105 0.186 0.38
H 1.202 5.113 1.375 0.37
H 2.588 4.947 2.437 0.37
H 0.702 2.658 2.431 -0.18
H 0.026 4.162 3.083 0.51
H 1.372 4.159 4.947 0.45
H 2.730 3.444 4.131 0.42
H 0.592 2.114 5.745 0.37
H 2.272 1.700 5.498 0.51
H 2.634 -0.323 4.770 0.60
H 2.349 -0.342 3.014 -0.77
H 0.980 -2.252 3.347 0.45
H 1.009 -2.020 5.091 0.25
H -1.145 -1.251 3.488 0.29
H -1.140 2.309 3.560 0.16
C -4.570 2.086 -0.358 -0.59
O -4.484 0.856 -1.047 -0.41
C -3.613 0.891 -2.167 -0.05
C -2.295 0.219 -1.867 -0.83
O -1.569 0.905 -0.850 -0.32
C -1.712 0.330 0.423 -0.62
H -5.108 1.899 0.571 0.27
H -3.579 2.492 -0.130 0.24
H -5.124 2.829 -0.941 0.24
H -3.455 1.922 -2.498 0.15
H -4.099 0.355 -2.987 0.33
H -1.675 0.212 -2.766 0.43
H -2.469 -0.819 -1.563 0.33
H -1.143 -0.609 0.502 0.35
H -2.759 0.129 0.668 0.46
H -1.306 1.050 1.135 -0.01
C -0.740 -2.228 7.293 -0.68
O 0.171 -3.247 7.642 -0.34
C 0.076 -3.662 9.000 -0.60
C -0.741 -4.924 9.156 -0.49
O -2.091 -4.724 8.779 -0.37
C -2.418 -5.246 7.507 -0.68
H -0.708 -2.147 6.209 0.15
H -1.760 -2.455 7.608 0.42
H -0.440 -1.265 7.729 0.34
H -0.366 -2.862 9.604 0.35
H 1.091 -3.840 9.363 0.38
H -0.725 -5.221 10.208 0.38
H -0.294 -5.734 8.570 0.33
H -2.455 -6.340 7.525 0.34
H -1.700 -4.931 6.744 0.26
H -3.407 -4.868 7.250 0.25
C -4.267 5.162 -7.083 -0.67
O -5.576 4.858 -6.640 -0.37
C -5.770 3.497 -6.309 -0.65
C -5.736 3.268 -4.813 -0.43
O -4.460 3.550 -4.257 -0.24
C -4.378 4.820 -3.639 -0.92
H -4.188 6.247 -7.126 0.24
H -3.509 4.771 -6.400 0.27
H -4.086 4.756 -8.084 0.33
H -5.015 2.871 -6.796 0.34
H -6.752 3.197 -6.685 0.39
H -5.964 2.218 -4.608 0.36
H -6.503 3.882 -4.330 0.36
H -4.924 4.834 -2.689 0.31
H -4.774 5.608 -4.284 0.44
H -3.324 5.016 -3.444 0.27
```

Computed properties:
- strongest force on any atom (eV/A) = 1.3
- net charge = +1
- HOMO-LUMO gap (eV) = 8.302
- highest occupied orbital energy (eV) = -10.690
- M (g/mol) = 627.0
- ΔE to the lowest compared entry with this formula, charge and spin (eV) = 2.9587